{"formula": "C3H6N2O", "method": "the ωB97M-V functional and the def2-TZVPD basis", "species": ["N", "N", "C", "C", "C", "O", "H", "H", "H", "H", "H", "H"], "xyz": [[0.50, 0.80, 1.50], [-0.61, 0.71, 0.67], [-1.06, -0.66, 0.39], [-0.37, 0.13, -0.72], [0.83, -0.45, -1.30], [0.94, -0.59, -2.48], [1.33, 0.41, 1.10], [0.64, 1.77, 1.65], [-2.21, -0.64, 0.30], [-0.48, -1.40, 0.76], [-0.99, 0.72, -1.38], [1.48, -0.80, -0.49]], "de_lowest_ev": 3.9943, "charge": 0, "e_lumo_ha": 0.0257, "e_homo_ev": -9.52, "smiles": "NN1C[C@@H]1C=O", "gap_ev": 10.223}